Record 1
Here is a 4-piece molecular cluster, C2H10N2O5 overall from the Open Molecules 2025 dataset. Energies are from ωB97M-V with the def2-TZVPD basis set.

Values from the calculation:
Energy ... -567.98139 Eh
SMILES ... NC(=O)NC=O.O.O.O
Lowest unoccupied orbital energy ... 0.547 eV

Positions of all 19 atoms, in Å:
1 N -0.961 -1.147 -1.538
2 C -0.387 -0.703 -0.400
3 O -0.977 -0.106 0.496
4 N 0.959 -1.011 -0.216
5 C 1.814 -1.663 -1.073
6 O 1.514 -2.157 -2.132
7 H -0.424 -1.735 -2.155
8 H -1.832 -0.732 -1.800
9 H 1.430 -0.430 0.456
10 H 2.825 -1.717 -0.650
11 O 1.708 0.946 1.635
12 H 0.737 1.095 1.671
13 H 2.114 1.641 2.155
14 O -0.728 1.789 2.579
15 H -1.150 1.042 2.136
16 H -1.141 2.621 2.318
17 O -2.102 2.416 0.042
18 H -1.954 1.458 -0.029
19 H -2.188 2.773 -0.844

Atomic partial charges in e from the Mulliken method, atoms 1 to 4: N -0.339; C 0.471; O -0.731; N -0.080


Record 2
Here is C40H35ClNO9P2Pd as an isolated structure in a non-equilibrium geometry from the Open Molecules 2025 dataset. Energies are from ωB97M-V with the def2-TZVPD basis set.

Values from the calculation:
Energy ... -3548.21026 Eh
ΔE to the lowest compared entry with this formula, charge and spin ... 47.3 kJ/mol
Total charge ... -1
Spin multiplicity ... 5
Expectation value of S² ... 6.06
Lowest unoccupied orbital energy (spin up / spin down) ... 2.308 / -0.795 eV

Positions of all 89 atoms, in Å:
1 Pd -0.377 0.235 -0.195
2 O 1.179 -1.306 -0.028
3 C 0.887 -2.633 0.012
4 C -0.662 -2.917 0.020
5 C -1.195 -2.417 1.315
6 C -1.486 -3.259 2.384
7 C -1.846 -2.700 3.598
8 C -1.904 -1.323 3.715
9 C -1.630 -0.536 2.599
10 C -1.682 0.950 2.643
11 C -0.230 1.559 2.656
12 O 0.488 1.186 1.563
13 C -0.363 3.098 2.689
14 C -1.231 3.788 3.524
15 C -1.294 5.171 3.479
16 C -0.482 5.883 2.615
17 C 0.395 5.202 1.789
18 C 0.447 3.822 1.824
19 C 0.540 1.144 3.921
20 C -0.002 1.160 5.198
21 C 0.776 0.828 6.294
22 C 2.104 0.474 6.134
23 C 2.650 0.447 4.862
24 C 1.873 0.780 3.770
25 N -1.285 -1.099 1.445
26 C 1.417 -3.304 1.285
27 C 1.498 -4.688 1.384
28 C 1.920 -5.280 2.561
29 C 2.262 -4.496 3.651
30 C 2.196 -3.115 3.552
31 C 1.778 -2.524 2.373
32 C 1.570 -3.257 -1.207
33 C 2.934 -3.522 -1.123
34 C 3.620 -4.042 -2.203
35 C 2.957 -4.296 -3.392
36 C 1.617 -3.974 -3.501
37 C 0.927 -3.449 -2.421
38 H -1.136 -2.353 -0.787
39 H -0.853 -3.983 -0.098
40 H -1.420 -4.328 2.260
41 H -2.076 -3.330 4.446
42 H -2.172 -0.855 4.648
43 H -2.151 1.319 1.722
44 H -2.251 1.277 3.511
45 H -1.879 3.269 4.215
46 H -1.990 5.696 4.119
47 H -0.534 6.962 2.585
48 H 1.032 5.747 1.108
49 H 1.101 3.270 1.167
50 H -1.032 1.438 5.358
51 H 0.342 0.850 7.284
52 H 2.711 0.231 6.994
53 H 3.686 0.171 4.721
54 H 2.277 0.765 2.770
55 H 1.243 -5.305 0.534
56 H 1.985 -6.359 2.631
57 H 2.585 -4.962 4.573
58 H 2.469 -2.495 4.396
59 H 1.719 -1.451 2.265
60 H 3.454 -3.313 -0.200
61 H 4.679 -4.245 -2.113
62 H 3.492 -4.718 -4.233
63 H 1.102 -4.131 -4.439
64 H -0.114 -3.195 -2.534
65 O -4.065 0.437 -2.253
66 P -2.897 -0.020 -1.249
67 O -3.268 -1.313 -0.628
68 O -2.512 1.156 -0.403
69 O -1.625 -0.337 -2.254
70 P -0.886 0.985 -2.935
71 O 0.231 0.154 -3.783
72 O -1.785 1.696 -3.851
73 O -0.143 1.693 -1.838
74 H -4.611 -0.336 -2.395
75 H -0.073 0.131 -4.687
76 Cl 3.649 -0.935 -3.648
77 C 4.433 0.471 -3.028
78 C 5.647 0.840 -3.558
79 C 6.313 1.959 -3.077
80 C 5.748 2.705 -2.041
81 C 4.542 2.346 -1.502
82 C 3.812 1.210 -1.970
83 C 2.601 0.854 -1.425
84 H 6.082 0.249 -4.349
85 H 7.262 2.243 -3.510
86 H 6.275 3.575 -1.671
87 H 4.089 2.927 -0.713
88 H 2.032 0.025 -1.814
89 H 2.167 1.391 -0.592

Atomic partial charges in e from the Mulliken method, atoms 1 to 4: Pd 1.450; O -0.281; C 2.507; C -1.219


Record 3
Here is C34H25AsClLiN2O as an isolated structure in a non-equilibrium geometry from the Open Molecules 2025 dataset. Energies are from ωB97M-V with the def2-TZVPD basis set.

Values from the calculation:
Energy ... -4198.97390 Eh
ΔE to the lowest compared entry with this formula, charge and spin ... 20.1 kJ/mol
Lowest unoccupied orbital energy ... -0.569 eV

Positions of all 65 atoms, in Å:
1 Li -0.188 -2.272 -0.855
2 Cl -5.933 -1.887 3.193
3 C -4.705 -2.081 1.981
4 C -5.082 -2.180 0.635
5 C -4.124 -2.335 -0.323
6 C -2.728 -2.384 -0.017
7 O -1.886 -2.493 -0.958
8 C -2.370 -2.270 1.376
9 C -1.028 -2.230 1.827
10 N -0.012 -2.380 1.046
11 C 1.294 -2.286 1.434
12 C 1.779 -2.179 2.730
13 C 3.144 -2.068 2.995
14 C 4.062 -2.049 1.978
15 C 3.628 -2.173 0.645
16 C 4.521 -2.170 -0.446
17 C 4.035 -2.371 -1.708
18 C 2.655 -2.554 -1.876
19 N 1.793 -2.503 -0.892
20 C 2.242 -2.316 0.363
21 C -3.387 -2.135 2.343
22 H -6.127 -2.142 0.368
23 H -4.402 -2.433 -1.362
24 H -0.887 -2.033 2.897
25 H 1.100 -2.178 3.567
26 H 3.481 -1.992 4.018
27 H 5.119 -1.954 2.182
28 H 5.576 -2.014 -0.268
29 H 4.692 -2.393 -2.563
30 H 2.246 -2.752 -2.858
31 H -3.116 -2.079 3.389
32 C -0.089 2.578 3.454
33 C 0.998 1.861 2.979
34 C 0.939 1.271 1.731
35 C -0.198 1.387 0.935
36 C -1.290 2.084 1.434
37 C -1.233 2.682 2.682
38 As -0.153 0.469 -0.787
39 C -1.660 1.336 -1.679
40 C -2.638 0.490 -2.194
41 C -3.766 1.003 -2.811
42 C -3.929 2.374 -2.919
43 C -2.956 3.224 -2.419
44 C -1.826 2.709 -1.808
45 C 1.341 1.506 -1.538
46 C 2.141 0.856 -2.473
47 C 3.246 1.476 -3.029
48 C 3.568 2.769 -2.651
49 C 2.778 3.431 -1.726
50 C 1.674 2.806 -1.174
51 H -0.048 3.042 4.429
52 H 1.891 1.768 3.581
53 H 1.793 0.714 1.352
54 H -2.194 2.169 0.841
55 H -2.083 3.237 3.053
56 H -2.503 -0.581 -2.103
57 H -4.519 0.336 -3.207
58 H -4.811 2.779 -3.395
59 H -3.084 4.294 -2.502
60 H -1.066 3.387 -1.435
61 H 1.888 -0.164 -2.754
62 H 3.857 0.956 -3.755
63 H 4.436 3.256 -3.075
64 H 3.029 4.440 -1.429
65 H 1.071 3.338 -0.446

Atomic partial charges in e from the Mulliken method, atoms 1 to 4: Li 1.121; Cl -0.260; C 0.230; C -0.589


Record 4
Here is a 3-piece molecular cluster, C5H16NO2 overall in a non-equilibrium geometry from the Open Molecules 2025 dataset. Energies are from ωB97M-V with the def2-TZVPD basis set.

Values from the calculation:
Energy ... -404.59436 Eh
ΔE to the lowest compared entry with this formula, charge and spin ... 116.4 kJ/mol
Total charge ... +2
Spin multiplicity ... 2
Expectation value of S² ... 0.75
Lowest unoccupied orbital energy (spin up / spin down) ... -8.676 / -12.191 eV

Positions of all 24 atoms, in Å:
1 C -0.774 1.224 1.338
2 C 0.707 0.520 1.571
3 C 0.873 -0.677 0.758
4 C 0.834 -1.921 1.358
5 C 0.339 -3.088 0.643
6 N -1.126 1.347 -0.114
7 H -0.627 2.204 1.757
8 H -1.534 0.654 1.880
9 H 0.700 0.370 2.657
10 H 1.481 1.304 1.555
11 H 0.753 -0.606 -0.305
12 H 0.835 -1.824 2.451
13 H 0.730 -3.443 -0.326
14 H -0.708 -2.946 0.278
15 H 0.325 -3.954 1.339
16 H -1.300 0.477 -0.650
17 H -0.315 1.843 -0.504
18 H -2.090 1.692 -0.133
19 H 2.237 1.750 -2.263
20 H 1.155 0.630 -2.200
21 O 1.290 1.572 -2.264
22 H -0.714 1.560 -2.921
23 H -1.735 0.418 -3.319
24 O -1.336 0.896 -2.585

Atomic partial charges in e from the Mulliken method, atoms 1 to 4: C -0.756; C -0.621; C 0.081; C -0.081